{"formula": "C34H51BrN2P2Pb", "method": "the ωB97M-V functional and the def2-TZVPD basis", "spin_multiplicity": 1, "homo_lumo_gap_ev": 6.5, "charge": 2, "total_energy_ev": -132916.9096, "largest_force_ha_per_bohr": 0.0468, "elements": ["C", "C", "C", "C", "N", "C", "C", "C", "C", "C", "C", "C", "C", "C", "Pb", "P", "H", "H", "H", "H", "H", "H", "H", "H", "C", "C", "H", "H", "H", "H", "H", "C", "C", "H", "H", "H", "H", "H", "C", "C", "H", "H", "H", "H", "H", "Br", "P", "C", "C", "H", "H", "H", "H", "H", "C", "C", "H", "H", "H", "H", "H", "C", "C", "H", "H", "H", "H", "H", "C", "N", "C", "C", "C", "C", "C", "C", "C", "C", "H", "H", "H", "H", "H", "H", "H", "H", "H", "H", "H", "H", "H"], "positions_angstrom": [[-1.908670, 1.422057, -4.226302], [-0.554436, 1.579618, -3.852849], [0.000347, 2.873047, -3.997479], [-0.808724, 3.922129, -4.466069], [-2.093248, 3.748616, -4.778485], [-2.635527, 2.535325, -4.678807], [0.221351, 0.463919, -3.355238], [0.857931, -0.490952, -2.892964], [1.662412, -1.670662, -2.633458], [2.087690, -2.090803, -1.346430], [2.854331, -3.254267, -1.186234], [3.151984, -4.053459, -2.287570], [2.839996, -3.628825, -3.579822], [2.102722, -2.446560, -3.730472], [-0.464358, -0.877311, 0.149026], [-1.622669, 1.806084, 0.315298], [1.045678, 3.061277, -3.758589], [-2.381789, 0.442358, -4.172951], [-0.396248, 4.929493, -4.576704], [-3.687620, 2.430565, -4.957857], [1.875397, -2.089736, -4.732640], [1.992299, -1.437614, -0.464674], [3.161509, -4.204926, -4.445339], [3.244206, -3.546403, -0.206526], [-2.110489, 2.323284, 2.028429], [-2.542824, 3.781243, 2.204125], [-1.241562, 2.107299, 2.673124], [-2.912750, 1.636162, 2.338260], [-2.744416, 3.981937, 3.264156], [-1.775766, 4.494551, 1.880104], [-3.474763, 4.013573, 1.673310], [-0.860102, 3.328629, -0.413547], [-1.772011, 4.459917, -0.895223], [-0.244347, 2.978303, -1.258261], [-0.160712, 3.708942, 0.348157], [-1.147545, 5.320918, -1.170451], [-2.340926, 4.189353, -1.793555], [-2.465725, 4.829951, -0.130762], [-3.226632, 1.636524, -0.584945], [-4.376141, 2.531172, -0.115318], [-3.517869, 0.574216, -0.506282], [-2.990526, 1.824881, -1.645423], [-5.254598, 2.361799, -0.751237], [-4.678358, 2.318728, 0.917880], [-4.149911, 3.601566, -0.204118], [4.028800, -5.723417, -1.982402], [2.104909, 0.980176, 1.134252], [2.099002, 2.717641, 1.770382], [3.107496, 3.061031, 2.866394], [1.068499, 2.869700, 2.141718], [2.233599, 3.381751, 0.902383], [2.891305, 4.060758, 3.260035], [3.056927, 2.373294, 3.716563], [4.141792, 3.095659, 2.499709], [2.916021, 0.005607, 2.488128], [4.443673, -0.058462, 2.523645], [2.498447, -1.013420, 2.394322], [2.527784, 0.412380, 3.432526], [4.765749, -0.783055, 3.284258], [4.880777, -0.386706, 1.573081], [4.903791, 0.897847, 2.809055], [3.388643, 1.021440, -0.221305], [4.530146, 2.030778, -0.054081], [2.818033, 1.230039, -1.146543], [3.790269, -0.001020, -0.322744], [5.168230, 2.004884, -0.948587], [4.165726, 3.061035, 0.049759], [5.188143, 1.793750, 0.795688], [-0.844349, -5.109371, 2.680116], [-0.063947, -4.460877, 1.589745], [1.223604, -5.166256, 1.316617], [-0.913885, -4.264773, 0.300834], [-2.159201, -3.536313, 0.691557], [-3.341847, -4.261193, 0.864113], [-4.466253, -3.616014, 1.378944], [-4.403607, -2.269851, 1.735277], [-3.228091, -1.525564, 1.515913], [-2.131609, -2.159215, 0.942753], [-1.286474, -6.021519, 2.266154], [-1.622818, -4.426764, 3.032690], [-0.160732, -5.348989, 3.496772], [0.181247, -3.508733, 1.918771], [0.985184, -6.158557, 0.914381], [1.805034, -4.591806, 0.589403], [1.778329, -5.248678, 2.262103], [-0.285312, -3.757625, -0.455310], [-1.131311, -5.279435, -0.057893], [-3.344510, -5.324015, 0.607138], [-5.389418, -4.185318, 1.489277], [-5.273393, -1.776076, 2.172765], [-3.200992, -0.460665, 1.786354]], "atomic_forces_ev_per_a": [[0.22, 0.12, 0.06], [-0.44, 0.71, -0.33], [-0.24, -0.16, -0.02], [0.14, -0.81, 0.28], [-0.12, 0.19, -0.08], [0.68, -0.39, 0.33], [1.15, -1.81, 1.08], [-1.02, 1.77, -1.04], [0.50, -0.63, 0.21], [0.80, 0.22, -0.10], [-0.34, 0.20, -0.16], [0.15, -0.08, -0.07], [-0.32, 0.32, 0.46], [-0.01, 0.00, 0.04], [0.51, 1.50, -0.98], [-0.91, 0.41, 0.10], [-0.21, -0.09, -0.04], [0.10, 0.22, 0.00], [-0.18, -0.34, 0.00], [0.35, 0.08, 0.05], [-0.04, -0.14, 0.17], [0.00, -0.41, -0.72], [-0.15, 0.16, 0.20], [-0.10, 0.27, -0.38], [0.30, -0.28, 0.00], [-0.29, 0.31, 0.30], [-0.29, 0.06, -0.13], [0.21, 0.19, 0.01], [0.15, -0.11, -0.18], [-0.12, -0.25, 0.13], [0.44, -0.10, 0.20], [0.66, -0.36, 0.00], [-0.19, 0.35, -0.14], [-0.10, 0.14, 0.24], [-0.15, -0.17, -0.22], [-0.05, -0.26, 0.00], [0.09, -0.03, 0.24], [0.26, -0.22, -0.30], [0.10, -0.21, -0.07], [-0.44, 0.17, -0.27], [0.00, 0.35, -0.09], [-0.09, -0.11, 0.25], [0.17, -0.09, 0.15], [0.10, 0.02, -0.26], [-0.04, -0.46, 0.03], [-0.20, 0.51, -0.15], [0.54, -0.11, 0.10], [-0.40, -0.02, 0.06], [0.19, 0.39, 0.14], [0.42, 0.13, -0.07], [-0.17, -0.18, 0.23], [-0.01, -0.15, -0.06], [0.03, 0.14, -0.18], [-0.34, -0.14, 0.05], [-0.12, -0.16, -0.06], [0.34, -0.13, 0.38], [0.20, 0.24, 0.10], [0.01, -0.24, -0.17], [-0.11, 0.13, -0.16], [-0.15, 0.11, 0.19], [-0.25, -0.27, -0.19], [-0.38, -0.05, -0.04], [0.37, -0.01, -0.16], [0.30, -0.10, 0.26], [-0.17, 0.34, -0.03], [-0.20, 0.03, 0.17], [0.12, -0.30, 0.00], [-0.38, 0.14, -0.29], [-0.10, -0.18, 0.12], [0.25, 0.88, -0.52], [0.06, -0.25, 0.08], [0.34, -0.38, 0.40], [-0.76, 0.09, -0.36], [0.31, 0.23, 0.03], [-0.05, -0.17, -0.13], [0.11, 0.44, 0.04], [-1.03, -0.67, 0.08], [0.34, 0.30, 0.99], [0.07, 0.16, 0.23], [0.17, -0.23, -0.16], [-0.11, -0.01, -0.13], [-0.29, -0.53, -0.19], [0.17, 0.24, 0.16], [-0.31, -0.24, 0.15], [-0.18, -0.07, -0.37], [-0.09, -0.19, 0.51], [0.11, 0.24, 0.09], [-0.24, 0.30, 0.13], [0.20, 0.25, 0.08], [0.19, -0.23, -0.13], [-0.07, -0.55, -0.15]], "lowdin_charge": [-0.0234, -0.2379, -0.0211, -0.1241, 0.0700, -0.1252, 0.0468, -0.0226, -0.2442, -0.1563, -0.1600, -0.6640, -0.0785, 0.0025, 1.2263, 0.8599, 0.1177, 0.1173, 0.1199, 0.1179, 0.1305, -0.0168, 0.1193, 0.0944, -0.3874, -0.1337, 0.0698, 0.0668, 0.0902, 0.0725, 0.0558, -0.3732, -0.1242, 0.0580, 0.0613, 0.0928, 0.0703, 0.0533, -0.3886, -0.1321, 0.0622, 0.0638, 0.0893, 0.0758, 0.0562, 0.7700, 0.8901, -0.4142, -0.1341, 0.0492, 0.0751, 0.0855, 0.0655, 0.0685, -0.4200, -0.1416, 0.0475, 0.0719, 0.0825, 0.0671, 0.0674, -0.3993, -0.1349, 0.0691, 0.0651, 0.0865, 0.0685, 0.0615, 0.0221, -0.1791, 0.0193, -0.0854, -0.3269, -0.0354, -0.0402, -0.0448, -0.1405, -0.3862, 0.1217, 0.1119, 0.1124, 0.1631, 0.1243, 0.0592, 0.1189, 0.1083, 0.1437, 0.1273, 0.1230, 0.1190, 0.0705]}



{"formula": "C35H53N4OP2Sr", "method": "the ωB97M-V functional and the def2-TZVPD basis", "spin_multiplicity": 1, "homo_lumo_gap_ev": 6.4, "charge": 1, "total_energy_ev": -64572.5026, "largest_force_ha_per_bohr": 0.1168, "elements": ["C", "C", "C", "C", "C", "H", "H", "H", "N", "P", "P", "C", "H", "H", "C", "H", "C", "C", "C", "C", "C", "H", "H", "H", "C", "H", "H", "H", "C", "H", "H", "H", "C", "H", "H", "H", "C", "H", "H", "H", "C", "H", "H", "H", "C", "H", "H", "H", "C", "H", "H", "H", "C", "H", "H", "H", "C", "H", "H", "H", "C", "H", "H", "H", "C", "H", "H", "H", "Sr", "C", "O", "N", "C", "C", "C", "C", "C", "H", "C", "H", "C", "H", "H", "H", "C", "C", "N", "C", "C", "N", "H", "H", "H", "H", "H", "H"], "positions_angstrom": [[-1.275524, -0.069997, -2.684873], [1.016991, -0.165253, -2.135253], [-0.963300, -0.123458, -4.039995], [1.375073, -0.040634, -3.493069], [0.365346, -0.091587, -4.455659], [-1.774391, -0.124179, -4.761873], [2.439441, -0.004812, -3.790986], [0.620791, -0.078501, -5.519268], [-0.309751, -0.154210, -1.751688], [-2.953279, 0.807750, -0.597259], [2.033437, -1.554209, 0.153792], [-2.771164, 0.129221, -2.318307], [-3.254348, 0.789100, -3.063932], [-3.347230, -0.809092, -2.404654], [2.076709, -0.291887, -1.097497], [3.125217, -0.055114, -1.422801], [3.408307, -1.065263, 1.445998], [2.559706, -3.066080, -0.843322], [-2.922296, 2.690233, -0.876527], [-4.601695, 0.058556, -0.046068], [2.712094, -0.387489, 2.639129], [1.921207, -1.017059, 3.082018], [3.471297, -0.219020, 3.419739], [2.267708, 0.583518, 2.391698], [4.116014, -2.315250, 1.977768], [3.413153, -3.031467, 2.422374], [4.707418, -2.815871, 1.203429], [4.816011, -2.013789, 2.774144], [4.442166, -0.120127, 0.838605], [5.192078, 0.119799, 1.611425], [4.991580, -0.561574, -0.004014], [3.978050, 0.819638, 0.516649], [2.367795, -4.309094, 0.057199], [1.401521, -4.301649, 0.588296], [2.374970, -5.208000, -0.577632], [3.170217, -4.409143, 0.797889], [1.620384, -3.204740, -2.048607], [0.562158, -3.176969, -1.757116], [1.805729, -2.426979, -2.797912], [1.822200, -4.183441, -2.508607], [4.015569, -2.908268, -1.336248], [4.385153, -1.875982, -1.440681], [4.714077, -3.456060, -0.688557], [4.089135, -3.347981, -2.343608], [-4.941680, 0.571421, 1.367315], [-5.838674, 0.040889, 1.722686], [-4.137943, 0.380432, 2.098846], [-5.168428, 1.646784, 1.381016], [-4.442279, -1.476689, 0.005644], [-4.232549, -1.911536, -0.981207], [-3.659585, -1.810765, 0.706349], [-5.397701, -1.895598, 0.361408], [-5.721138, 0.405155, -1.032627], [-6.606139, -0.198614, -0.778538], [-6.015453, 1.457808, -0.963969], [-5.467942, 0.175642, -2.077519], [-1.574230, 3.052747, -1.542447], [-1.532366, 4.147400, -1.676122], [-0.711595, 2.757719, -0.921983], [-1.465598, 2.588082, -2.532864], [-2.996803, 3.401447, 0.486196], [-2.151017, 3.108927, 1.127540], [-2.940347, 4.485907, 0.307055], [-3.933245, 3.206464, 1.027080], [-4.076775, 3.149865, -1.771227], [-4.117366, 2.593836, -2.716640], [-5.048460, 3.081201, -1.265826], [-3.915700, 4.212621, -2.012197], [-0.635286, -0.421567, 1.015414], [-1.069666, -2.925029, 0.045190], [-1.555657, -3.876786, -0.385326], [0.785350, 1.463149, 0.747390], [1.707100, 1.657900, -0.072386], [2.527991, 2.726805, -0.601143], [2.505233, 3.879701, 0.180028], [3.276901, 2.661770, -1.785579], [3.275328, 4.970677, -0.177863], [1.867607, 3.846378, 1.080894], [4.051578, 3.780295, -2.135761], [3.241154, 1.756648, -2.395504], [4.055957, 4.921927, -1.331188], [3.261187, 5.844973, 0.472669], [4.664807, 3.736007, -3.032983], [4.681153, 5.770939, -1.581979], [-0.438357, -3.180597, 3.644289], [-0.970097, -1.916361, 4.186277], [-1.060567, -0.736793, 3.564512], [-1.613475, 0.159506, 4.487670], [-1.833852, -0.496523, 5.670160], [-1.415368, -1.804946, 5.457063], [-0.638416, -3.978287, 4.373595], [-0.912986, -3.426922, 2.680556], [0.649850, -3.076372, 3.492863], [-1.819494, 1.187366, 4.228471], [-2.256021, -0.158729, 6.593861], [-1.444671, -2.549861, 6.146705]], "atomic_forces_ev_per_a": [[0.05, -0.14, -0.66], [0.35, -0.10, 0.85], [-0.32, 0.23, -0.09], [-0.29, -0.11, -0.63], [0.65, 0.23, 0.44], [0.15, 0.02, 0.02], [-0.76, -0.07, 0.27], [-0.13, -0.03, 0.38], [0.37, -0.23, 0.14], [0.33, -0.28, 0.12], [0.15, 0.06, 0.38], [0.50, -0.09, 0.14], [0.45, -0.19, 0.32], [0.48, 0.21, 0.16], [0.56, 2.14, -0.84], [-1.13, -0.58, -0.25], [-0.46, -0.36, -0.63], [0.20, 0.23, 0.79], [-0.43, -0.35, 0.11], [0.19, 0.64, -0.32], [0.06, 0.12, 0.15], [0.25, 0.07, -0.16], [-0.23, 0.00, -0.13], [0.14, -0.25, -0.03], [0.17, -0.05, 0.14], [0.13, 0.12, -0.10], [-0.19, 0.08, 0.25], [-0.19, -0.04, -0.20], [0.25, 0.23, 0.23], [-0.20, 0.00, -0.19], [-0.22, 0.11, 0.23], [0.24, -0.23, 0.06], [0.26, -0.25, -0.30], [0.25, 0.10, -0.17], [0.07, 0.12, 0.22], [-0.30, -0.02, -0.21], [0.13, 0.01, -0.04], [0.27, 0.04, -0.20], [-0.12, -0.28, 0.21], [-0.12, 0.22, 0.04], [0.19, -0.58, -0.42], [-0.41, -0.34, 0.11], [-0.15, 0.19, -0.25], [0.12, 0.00, 0.28], [-0.20, -0.08, 0.00], [0.19, 0.16, -0.03], [-0.16, 0.03, -0.29], [0.06, -0.37, -0.05], [-0.05, 0.13, 0.00], [-0.08, 0.07, 0.30], [-0.16, 0.17, -0.12], [0.31, 0.05, -0.11], [-0.58, -0.24, 0.19], [0.09, 0.17, -0.11], [0.07, -0.35, -0.04], [0.01, 0.07, 0.30], [0.06, -0.17, 0.08], [-0.08, -0.35, 0.04], [-0.34, 0.03, -0.19], [-0.02, 0.14, 0.22], [0.03, 0.02, -0.01], [-0.20, 0.12, -0.16], [0.04, -0.25, 0.13], [0.28, 0.06, -0.21], [0.02, 0.45, 0.02], [-0.07, 0.19, 0.21], [0.33, 0.03, -0.17], [-0.09, -0.26, -0.04], [0.00, 0.41, -0.17], [-2.12, -3.33, -1.47], [1.67, 2.82, 1.28], [3.91, 1.85, -3.01], [-4.55, -2.50, 3.01], [0.35, -0.10, -0.57], [-0.22, -0.02, 0.48], [0.08, 0.50, 0.40], [-0.09, 0.13, 0.19], [0.52, 0.26, -0.55], [-0.27, -0.45, 0.08], [0.13, 0.45, 0.19], [-0.06, -0.25, 0.07], [0.12, -0.11, -0.31], [-0.13, 0.09, 0.15], [-0.05, -0.08, -0.09], [0.32, -0.25, -0.17], [-0.35, 1.33, 0.22], [-0.38, -0.47, 0.67], [0.22, -1.09, 0.18], [0.27, -0.03, -0.89], [-0.25, 0.46, 0.24], [0.18, 0.06, -0.45], [0.20, -0.04, 0.41], [-0.37, -0.25, -0.01], [0.07, -0.10, 0.07], [-0.01, -0.02, 0.20], [0.03, 0.29, -0.31]], "lowdin_charge": [-0.3418, -0.3496, -0.0535, -0.0539, -0.0468, 0.1122, 0.1232, 0.1162, 0.0537, 1.0431, 1.0138, -0.2623, 0.0815, 0.0801, -0.3543, 0.0652, -0.6532, -0.6789, -0.6890, -0.7129, -0.1152, 0.0525, 0.0929, 0.0518, -0.0995, 0.0740, 0.0634, 0.0942, -0.0821, 0.0984, 0.0759, 0.0606, -0.1013, 0.0575, 0.0889, 0.0589, -0.0898, 0.0440, 0.0704, 0.0970, -0.0749, 0.0599, 0.0741, 0.0876, -0.0926, 0.0930, 0.0721, 0.0680, -0.1024, 0.0739, 0.0569, 0.0973, -0.0904, 0.0923, 0.0646, 0.0826, -0.0805, 0.0981, 0.0565, 0.0818, -0.0942, 0.0755, 0.0942, 0.0619, -0.0912, 0.0749, 0.0674, 0.0943, 1.0418, -0.0614, 0.0989, -0.0954, -0.2393, -0.2331, -0.0341, -0.0130, -0.0691, 0.1233, -0.0582, 0.0914, -0.0699, 0.1112, 0.1076, 0.1075, 0.0048, -0.4078, -0.0447, -0.1203, -0.0636, 0.1041, 0.0964, 0.0625, 0.0854, 0.1064, 0.1125, 0.1699]}



{"formula": "C6H7NS", "method": "the ωB97M-V functional and the def2-TZVPD basis", "smiles": "C[C@]12CN1C=CC2=S", "spin_multiplicity": 1, "homo_lumo_gap_ev": 8.0, "charge": 0, "total_energy_ev": -18658.9219, "largest_force_ha_per_bohr": 0.0470, "elements": ["C", "C", "C", "C", "C", "C", "H", "H", "H", "H", "H", "H", "H", "N", "S"], "positions_angstrom": [[-0.478423, 1.783437, -0.532177], [-0.087012, 0.439675, -0.003140], [1.044173, 0.336767, 0.976470], [0.890379, -1.561028, -0.403322], [-0.413685, -1.892054, -0.175100], [-1.167769, -0.651471, 0.006338], [-0.809473, 1.672423, -1.575435], [-1.277286, 2.174209, 0.091865], [0.369496, 2.471951, -0.559203], [1.629056, 1.258770, 1.185159], [0.992923, -0.347055, 1.789279], [1.668280, -2.255778, -0.500998], [-0.762397, -2.891017, -0.056336], [1.165990, -0.208945, -0.382695], [-2.764251, -0.329882, 0.139301]], "atomic_forces_ev_per_a": [[0.41, -0.07, -0.79], [-0.62, -0.47, 0.19], [0.35, 1.16, -0.09], [-2.24, -0.58, 0.69], [0.93, 1.11, -0.21], [0.58, 0.51, 0.42], [-0.21, 0.11, 0.37], [-0.07, 0.12, -0.14], [-0.06, -0.08, 0.23], [-0.50, -0.73, -0.29], [-0.10, -0.62, 0.44], [1.13, -0.75, -0.14], [-0.44, -0.40, -0.19], [0.38, 1.12, -0.46], [0.46, -0.43, -0.02]], "nbo_charge": [-0.6090, 0.0115, -0.2024, 0.0817, -0.3309, -0.0963, 0.2251, 0.2407, 0.2185, 0.2155, 0.2098, 0.2080, 0.2369, -0.4043, -0.0050]}



Q: Look up the charge of the second one.
A: +1